Here is a structure of composition C24H24F9NO2P2Ru from OMol25. Energies are from ωB97M-V/def2-TZVPD.

Output
* E_tot: -76462.27343 eV
* ⟨S²⟩: 6.05
* F_max: 3.807 eV Å⁻¹
* multiplicity: 5
* Kohn-Sham gap (alpha / beta): 6.25 / 4.83 eV
* net charge: +2

Positions of all 63 atoms, in Å:
C1 -1.063 3.415 -2.125
C2 -1.012 2.021 -2.142
C3 0.093 1.418 -2.750
C4 1.071 2.134 -3.469
C5 0.953 3.548 -3.486
C6 -0.080 4.166 -2.791
C7 2.076 1.344 -4.064
C8 2.435 0.093 -3.524
C9 1.414 -0.570 -2.813
C10 1.555 -1.849 -2.271
C11 2.832 -2.414 -2.264
C12 3.895 -1.756 -2.909
C13 3.703 -0.547 -3.572
H1 -1.875 3.907 -1.588
H2 1.703 4.119 -4.033
H3 -0.147 5.254 -2.762
H4 2.804 1.848 -4.694
H5 2.985 -3.371 -1.760
H6 4.884 -2.221 -2.892
H7 4.512 -0.052 -4.114
N1 0.133 0.015 -2.909
Ru1 0.034 -0.179 1.030
C14 -2.050 1.111 -1.513
H8 -1.951 0.113 -1.956
H9 -3.067 1.503 -1.653
C15 0.307 -2.508 -1.721
H10 -0.569 -2.068 -2.217
H11 0.338 -3.596 -1.880
P1 -1.761 0.834 0.292
P2 0.059 -2.150 0.075
C16 1.415 -3.088 0.840
H12 1.474 -2.806 1.898
H13 1.232 -4.166 0.753
H14 2.360 -2.831 0.348
C17 -1.454 -3.062 0.491
H15 -1.310 -4.133 0.307
H16 -1.666 -2.897 1.556
H17 -2.288 -2.688 -0.114
C18 -1.818 2.510 1.000
H18 -2.707 3.058 0.664
H19 -1.821 2.411 2.093
H20 -0.917 3.057 0.696
C19 -3.296 0.062 0.874
H21 -3.212 -0.064 1.961
H22 -4.155 0.700 0.633
H23 -3.417 -0.918 0.404
C20 1.287 0.634 -0.046
O1 2.147 1.207 -0.600
H24 0.152 0.056 -3.964
F1 -2.381 1.447 4.553
C21 -1.857 0.235 4.865
F2 -1.699 0.164 6.210
F3 -2.773 -0.698 4.483
C22 -0.521 0.006 4.054
O2 -0.876 0.196 2.746
C23 0.581 1.049 4.479
F4 1.064 0.807 5.725
F5 1.619 1.004 3.597
F6 0.084 2.309 4.444
C24 0.009 -1.439 4.335
F7 0.091 -1.722 5.654
F8 -0.810 -2.360 3.752
F9 1.251 -1.610 3.788

Forces on atoms 1 to 6 (eV/Å):
-0.1 0.5 0.1
1.0 -2.0 -0.1
-1.7 0.8 1.2
0.0 -0.5 0.3
-0.3 1.2 0.2
0.8 0.2 -0.6